1:
Entry from the Open Molecules 2025 dataset: a molecular structure, C3H6O2 (the ωB97M-V functional and the def2-TZVPD basis).

Values from the calculation:
**Charge**: 0
**HOMO-LUMO gap**: 8.58 eV

Geometry (Å):
O -0.8959 -1.5301 0.4832
O 1.8277 -1.5156 -0.4959
C -0.1856 -0.5493 0.2672
C 1.1292 -0.4102 -0.1625
C -1.0428 1.1527 -0.0009
H 1.2182 -2.2718 -0.4535
H -0.0061 0.4612 0.9759
H -0.3922 1.9501 -0.3470
H 1.6316 0.5274 -0.3490
H -1.6669 0.7725 -0.8005
H -1.6174 1.4130 0.8830



2:
Entry from the Open Molecules 2025 dataset: 2 unconnected molecules or ions with the total composition C3H6O2 (the ωB97M-V functional and the def2-TZVPD basis).

Values from the calculation:
**SMILES string**: O=CO.C=C
**Charge**: 0
**HOMO-LUMO gap**: 10.98 eV

Geometry (Å):
O 1.8666 0.7786 -0.2544
O 2.8626 -1.1430 0.3073
C -1.6258 0.9427 0.0935
C -2.0922 -0.2006 -0.3638
C 1.8313 -0.3234 0.2025
H -0.6516 1.3137 -0.1784
H -3.0673 -0.5723 -0.0932
H 0.9281 -0.8084 0.6016
H -2.2000 1.5616 0.7633
H -1.5225 -0.8200 -1.0372
H 3.6708 -0.7289 -0.0411



Most stable to least stable: 2, 1



1:
Entry from the Open Molecules 2025 dataset: 2 unconnected molecules or ions with the total composition C3H6O2 (the ωB97M-V functional and the def2-TZVPD basis).

Values from the calculation:
**SMILES string**: C=CO.C=O
**Charge**: 0
**HOMO-LUMO gap**: 9.27 eV

Geometry (Å):
O 0.5102 0.1809 -3.0747
O -0.2346 -0.5671 1.1368
C -0.0085 1.2853 2.6802
C -0.2981 -0.7613 -2.9157
C 0.1580 -0.0162 2.2416
H -0.2751 0.0090 0.3526
H -0.7395 -1.3615 -3.7522
H 0.3956 1.4990 3.6405
H 0.9323 -0.6860 2.7893
H -0.9553 1.7268 2.4182
H -0.6706 -1.1445 -1.9819



2:
Entry from the Open Molecules 2025 dataset: a molecular structure, C3H6O2 (the ωB97M-V functional and the def2-TZVPD basis).

Values from the calculation:
**Charge**: 0
**HOMO-LUMO gap**: 10.36 eV

Geometry (Å):
O -0.1681 1.4560 -0.5384
O 0.8129 -0.0249 1.2998
C 0.2015 -1.0773 -0.7770
C -0.3635 -0.7386 0.7159
C -0.5475 0.0918 -0.5503
H 0.2544 1.0379 1.0955
H 1.4837 -1.0292 -0.7417
H 0.3737 1.6963 -1.4223
H -0.3077 -1.7721 -1.4929
H -1.2028 -1.1803 1.4241
H -1.5030 0.1432 -1.2858



3:
Entry from the Open Molecules 2025 dataset: a molecular structure, C3H6O2 (the ωB97M-V functional and the def2-TZVPD basis).

Values from the calculation:
**Charge**: 0
**HOMO-LUMO gap**: 10.82 eV

Geometry (Å):
O -1.3109 0.7668 -0.4405
O 1.4170 -0.9390 0.4064
C -0.5640 -0.5260 -0.5683
C -0.0801 1.3282 0.1306
C 0.2968 -0.1141 0.5441
H 0.5757 1.7843 -0.6229
H -0.2384 -0.2728 1.4969
H -0.1825 -0.5130 -1.5896
H -0.5251 -1.8066 -0.3631
H -0.2991 2.0358 0.9408
H 0.9105 -1.7437 0.0656



4:
Entry from the Open Molecules 2025 dataset: C3H6O2 in the gas phase (the ωB97M-V functional and the def2-TZVPD basis).

Values from the calculation:
**SMILES string**: O=CCCO
**Charge**: 0
**HOMO-LUMO gap**: 10.33 eV

Geometry (Å):
O 0.3746 -0.0828 -1.6993
O -1.8109 -0.5810 1.8857
C 0.2347 -0.2509 0.7153
C 0.6469 0.5840 -0.4931
C -1.2529 -0.4064 0.8302
H 1.7471 0.6032 -0.4642
H -1.7718 -0.6284 -0.1093
H 0.8607 0.0385 1.5668
H 0.2298 0.4436 -2.4830
H 0.6022 -1.2816 0.6977
H 0.1394 1.5618 -0.4467



Most stable to least stable: 4, 1, 3, 2



1:
Entry from the Open Molecules 2025 dataset: a molecular structure, CH2N2O3 (the ωB97M-V functional and the def2-TZVPD basis).

Values from the calculation:
**Charge**: 0
**HOMO-LUMO gap (spin up / spin down)**: 9.87 / 9.87 eV

Geometry (Å):
O 1.8815 -1.2614 -0.2168
O -1.3386 -0.5681 -0.5098
O 0.1925 1.3565 -0.4838
N 1.3019 0.9428 0.3360
N 0.1078 0.2217 -1.1830
C 1.2183 -0.2779 -0.2872
H -1.6736 -1.1464 -1.3184
H 1.2540 1.0157 1.2944



2:
Entry from the Open Molecules 2025 dataset: CH2N2O3 in the gas phase (the ωB97M-V functional and the def2-TZVPD basis).

Values from the calculation:
**SMILES string**: O=[N+]([O-])N1CO1
**Charge**: 0
**HOMO-LUMO gap**: 10.61 eV

Geometry (Å):
O 0.3357 0.6709 -1.6132
O 0.4296 -1.4384 -1.7912
O -1.2727 0.6523 0.5278
N -0.3621 -0.6006 0.0453
N 0.2106 -0.4208 -1.1996
C -0.0417 0.3226 1.0809
H -0.0197 -0.1448 2.0515
H 0.7203 0.9588 0.8986



Most stable to least stable: 1, 2



1:
Entry from the Open Molecules 2025 dataset: a gas-phase ion, C4H10NO (charge -1) (the ωB97M-V functional and the def2-TZVPD basis).

Values from the calculation:
**SMILES string**: NCCCC[O-]
**Charge**: -1
**HOMO-LUMO gap**: 6.02 eV

Geometry (Å):
O 3.1593 0.5330 0.0858
N -1.7536 -1.3470 -1.0559
C 0.7824 0.9968 -0.1408
C 1.9423 0.2651 0.5980
C -0.9840 -0.9406 0.1083
C -0.6661 0.5628 0.2134
H 1.7620 0.5452 1.6784
H -1.3738 1.0340 -0.4831
H -2.7034 -1.0058 -0.9684
H -1.3257 -1.0638 -1.9187
H 0.8984 2.0476 0.1372
H 0.9316 1.0090 -1.2197
H 1.7420 -0.8320 0.5522
H -0.0896 -1.5552 0.1857
H -0.8255 0.9677 1.2134
H -1.4963 -1.2167 1.0141



2:
Entry from the Open Molecules 2025 dataset: a gas-phase ion, C4H10NO (charge -1) (the ωB97M-V functional and the def2-TZVPD basis).

Values from the calculation:
**SMILES string**: CCCNC[O-]
**Charge**: -1
**HOMO-LUMO gap**: 5.93 eV

Geometry (Å):
O -1.1285 3.2683 -1.3330
N -0.4301 0.8305 -0.7233
C -0.5582 2.3856 -0.3504
C 0.8971 0.1920 -0.0832
C 0.5486 -1.0718 0.7427
C -0.3555 -2.1717 0.2204
H -1.5035 -1.9551 0.2344
H -1.3266 0.6043 -1.3198
H 1.4544 0.7955 0.5816
H -1.1161 2.4328 0.5510
H 0.0336 -2.4139 -0.7433
H 1.5006 -0.0425 -0.9638
H 1.6012 -1.5560 0.9526
H 0.0666 -0.8646 1.6591
H 0.5524 2.5476 -0.3504
H -0.2359 -2.9810 0.9252



Most stable to least stable: 1, 2



1:
Entry from the Open Molecules 2025 dataset: 2 unconnected molecules or ions with the total composition C4H10NO (the ωB97M-V functional and the def2-TZVPD basis).

Values from the calculation:
**Charge**: -1
**HOMO-LUMO gap**: 6.45 eV

Geometry (Å):
O 0.9375 1.0139 -1.6273
N -0.3875 1.0067 0.3576
C 0.3989 -3.0916 0.6823
C -0.0121 -2.1002 1.5146
C -0.0809 0.4304 -1.0391
C -0.7345 2.4298 0.1179
H -1.7782 2.4804 -0.2131
H 0.2735 -2.9729 -0.4034
H -0.0194 -0.6965 -0.8863
H -0.0840 2.8596 -0.6577
H -0.5090 -1.2155 1.1300
H 0.1495 -2.1517 2.5774
H -0.6191 2.9753 1.0487
H -1.0693 0.5452 -1.5598
H 0.8759 -4.0028 1.0244
H 0.5647 1.0105 0.8005



2:
Entry from the Open Molecules 2025 dataset: a gas-phase ion, C4H10NO (charge -1) (the ωB97M-V functional and the def2-TZVPD basis).

Values from the calculation:
**SMILES string**: CNCCC[O-]
**Charge**: -1
**HOMO-LUMO gap**: 6.85 eV

Geometry (Å):
O -0.5713 0.7215 1.8402
N 0.7975 0.4600 -0.4829
C -0.5317 -1.3232 0.4802
C -0.3794 -0.6054 1.8693
C -0.3873 -0.3496 -0.6849
C 0.9126 1.5439 -1.4423
H 0.6529 -0.9017 2.1942
H -1.5355 -1.7655 0.4382
H 0.1740 -2.1594 0.4061
H -0.0537 1.8287 -1.8812
H 1.5196 1.2370 -2.3052
H 0.6100 0.8785 0.4352
H 1.3802 2.4065 -0.9823
H -0.2221 -0.9718 -1.5796
H -1.3241 0.1933 -0.8469
H -1.0415 -1.1930 2.5418



3:
Entry from the Open Molecules 2025 dataset: 2 unconnected molecules or ions with the total composition C4H10NO (the ωB97M-V functional and the def2-TZVPD basis).

Values from the calculation:
**Charge**: -1
**HOMO-LUMO gap**: 6.89 eV

Geometry (Å):
O -0.4188 0.4533 -1.7941
N -0.6334 -0.3967 0.5681
C 0.3416 0.1557 1.3327
C 0.7753 -0.0264 -2.3188
C 1.6745 -0.1052 1.2856
C -1.9737 -0.1286 1.0228
H -2.1424 -0.4460 2.0666
H 0.9021 0.3477 -3.3450
H 1.6519 0.2684 -1.7222
H 2.0785 -0.7154 0.4911
H -0.4487 0.2031 -0.6933
H 0.0020 0.9473 2.0228
H 2.2873 0.3505 2.0510
H -2.2465 0.9420 0.9745
H 0.8163 -1.1316 -2.3598
H -2.6661 -0.7180 0.4181



Most stable to least stable: 2, 3, 1



1:
Entry from the Open Molecules 2025 dataset: a gas-phase ion, C4H10NO (charge -1) (the ωB97M-V functional and the def2-TZVPD basis).

Values from the calculation:
**SMILES string**: CN[C@H](C)C[O-]
**Charge**: -1
**HOMO-LUMO gap**: 6.42 eV

Geometry (Å):
O 0.7590 -1.8941 -0.6627
N -0.9183 0.2966 -0.7989
C 0.0627 0.4826 -1.9095
C -0.2086 0.9324 1.6909
C 0.6911 -1.1311 0.4164
C -0.4878 -0.2048 0.5856
H 0.7688 -0.1661 -2.0876
H 0.5113 1.4605 -1.7158
H -1.0118 1.5579 1.4793
H -1.4786 -0.4717 -1.2355
H -0.5000 0.5635 -2.8907
H -0.2207 0.4188 2.6873
H 0.9255 1.3006 1.5401
H -1.5437 -0.6713 1.0259
H 0.8088 -1.8020 1.2674
H 1.8423 -0.6718 0.6076



2:
Entry from the Open Molecules 2025 dataset: a gas-phase ion, C4H10NO (charge -1) (the ωB97M-V functional and the def2-TZVPD basis).

Values from the calculation:
**SMILES string**: C[C@@H](N)CC[O-]
**Charge**: -1
**HOMO-LUMO gap**: 6.73 eV

Geometry (Å):
O 2.1815 -1.0237 -0.0638
N -1.6333 1.0052 0.6543
C 0.4533 1.5925 -0.4029
C -0.1615 -0.9143 -0.4728
C 1.1015 -1.7992 -0.1254
C -0.2740 0.3821 0.3113
H 0.8673 -2.6866 -0.7731
H -1.0617 -1.5405 -0.3755
H 0.8128 -2.2758 0.8787
H 0.0433 0.2510 1.3510
H -2.3278 0.3227 0.9357
H 0.4918 2.4906 0.2248
H -0.1756 1.6879 -1.2786
H 1.4914 1.3524 -0.6509
H -1.6583 1.7813 1.3103
H -0.1508 -0.6256 -1.5233



3:
Entry from the Open Molecules 2025 dataset: a gas-phase ion, C4H10NO (charge -1) (the ωB97M-V functional and the def2-TZVPD basis).

Values from the calculation:
**SMILES string**: CN[C@@H](C)C[O-]
**Charge**: -1
**HOMO-LUMO gap**: 6.45 eV

Geometry (Å):
O -0.1687 -0.1856 2.1981
N -0.7990 0.4599 -0.7323
C -2.1438 0.3008 0.0435
C 0.3250 -0.3819 -0.2245
C 1.5107 -0.5900 -1.1475
C 0.8085 0.2193 1.3059
H 1.4847 0.2362 -1.9055
H 1.7782 -0.1253 1.5876
H -2.9621 0.8992 -0.4731
H -0.0447 -1.4307 0.0635
H -0.4056 1.4960 -0.6658
H 1.6108 -1.5951 -1.4621
H 2.4412 -0.4127 -0.6725
H -2.3241 -0.7442 -0.0414
H -2.1331 0.5098 1.1076
H 1.0218 1.3442 1.0184



4:
Entry from the Open Molecules 2025 dataset: a gas-phase ion, C4H10NO (charge -1) (the ωB97M-V functional and the def2-TZVPD basis).

Values from the calculation:
**SMILES string**: CNCCC[O-]
**Charge**: -1
**HOMO-LUMO gap**: 6.83 eV

Geometry (Å):
O -0.9059 0.5587 1.8826
N -0.6940 0.0909 -0.8181
C 1.3335 0.3558 0.6946
C -1.4813 -0.9399 -1.5245
C 0.6784 -0.3572 -0.5401
C 0.3240 1.1140 1.6551
H 0.6899 -1.4468 -0.4545
H -1.2996 -1.9260 -1.0465
H -1.2050 -0.8334 -2.5794
H 1.7789 -0.5138 1.2210
H 1.2624 0.0242 -1.4250
H 2.2835 0.9308 0.5614
H -1.1776 0.2315 0.1793
H 0.1696 2.0459 1.0858
H -2.5411 -0.7323 -1.5258
H 0.7844 1.3978 2.6341



Most stable to least stable: 2, 4, 3, 1